No. 1
The following is a DFT calculation (ωB97M-V/def2-TZVPD) of a cluster of 4 separate species, C37H56BrCl6NO4SSi in total.

XYZ file:
```
107
Properties=species:S:1:pos:R:3
C 0.52407 -0.98394 2.71390
C -0.34942 0.38519 2.90658
C -1.04935 0.85763 1.54758
N -0.24326 1.79848 0.69532
C -0.30808 1.22754 -0.68765
O -1.24887 1.39708 -1.48468
C 1.03568 0.37788 -0.76544
C 1.48740 -0.79695 -1.66410
C 0.47746 -1.36396 -2.79959
C 0.78920 -2.91376 -3.10470
C -0.54466 -3.76822 -3.47263
C -1.02717 -4.64143 -2.20038
C -2.44531 -4.13038 -1.62665
C -2.35762 -3.47234 -0.16158
C -3.32769 -2.15558 -0.11422
C -4.82570 -2.69275 0.13012
Si -6.01363 -1.19645 0.38591
C -5.64637 -0.21461 2.00310
C -7.82866 -1.83644 0.47914
C -5.70064 0.02360 -1.06641
C -5.88049 1.55365 -0.76275
C -5.60642 2.60805 -1.89242
C -5.15464 2.12736 -3.31693
C -4.99470 0.60772 -3.59631
C -5.26209 -0.43732 -2.48031
C 2.90096 -1.42524 -1.41006
C 3.89506 -0.96452 -0.31301
C 5.27864 -1.73441 -0.13648
C 6.40631 -1.40576 -1.22841
C 5.98864 -0.37187 -2.37269
Br 8.07291 -0.85968 -0.23037
C 3.42568 0.23764 0.60219
S 4.46810 0.87638 1.97969
C 4.39775 -0.37216 3.37666
O 5.92350 0.85965 1.51182
O 4.17924 2.28256 2.41339
C 2.03502 0.84701 0.33289
C 1.18101 1.99938 1.01403
O 1.46124 3.01414 1.68200
H 0.15769 -1.43980 1.71533
H 0.29679 -1.76574 3.51413
H 1.63742 -0.77389 2.56472
H 0.22496 1.20006 3.46334
H -1.20951 0.07220 3.61577
H -1.38316 -0.01043 0.86942
H -2.02180 1.40762 1.84336
H 0.48199 -0.69358 -3.72828
H -0.59336 -1.29190 -2.36574
H 1.55523 -2.94622 -3.97267
H 1.28676 -3.47488 -2.24056
H -1.37050 -3.13059 -3.93804
H -0.21040 -4.53588 -4.27234
H -0.27070 -4.67694 -1.34619
H -1.16931 -5.73397 -2.54550
H -2.85730 -3.36196 -2.38468
H -3.13876 -5.04348 -1.58161
H -2.83307 -4.22394 0.57767
H -1.28982 -3.20314 0.16164
H -3.17761 -1.62914 -1.11684
H -2.95647 -1.46215 0.71605
H -5.16270 -3.25364 -0.80786
H -4.88625 -3.31423 1.09328
H -6.53974 0.50623 2.15349
H -4.70433 0.41373 1.79326
H -5.50891 -0.90152 2.90939
H -8.49897 -1.43256 -0.35776
H -7.77755 -2.98510 0.43791
H -8.26463 -1.51367 1.48975
H -6.20214 1.95979 0.25225
H -5.72489 3.72146 -1.63640
H -4.93648 2.89133 -4.14680
H -4.63833 0.22617 -4.61362
H -5.13950 -1.56330 -2.67555
H 3.20077 -2.29497 -2.08235
H 5.61446 -1.57808 0.95381
H 5.04095 -2.86336 -0.23842
H 6.69524 -2.39613 -1.74868
H 5.38399 -0.94254 -3.17074
H 5.48906 0.58470 -2.01088
H 6.96913 -0.06833 -2.90832
H 5.40555 -0.93574 3.43570
H 4.21415 0.20390 4.35080
H 3.59394 -1.17961 3.18286
Cl -0.50670 6.01777 4.17098
C 1.10672 5.69510 4.85399
C 1.47062 4.22491 4.79277
Cl 0.47417 3.23768 5.89172
H 1.12136 6.07077 5.87873
H 1.82041 6.27765 4.26811
H 2.50983 4.08770 5.09816
H 1.35817 3.82583 3.78258
Cl 8.30818 0.80875 -5.84072
C 9.90800 0.59753 -5.08635
C 10.38009 -0.84159 -5.13834
Cl 9.40896 -1.90532 -4.09210
H 9.84889 0.96316 -4.05953
H 10.60341 1.23566 -5.63544
H 11.41152 -0.90624 -4.78590
H 10.34316 -1.23967 -6.15406
Cl -6.95269 5.05997 4.01589
C -5.22179 5.25501 4.39011
C -4.33828 4.91603 3.20680
Cl -4.36804 3.17904 2.82002
H -4.99012 4.63102 5.25507
H -5.07535 6.29898 4.67451
H -3.30027 5.17074 3.43226
H -4.63568 5.46794 2.31321
```

The calculation puts the HOMO-LUMO gap at 0.273 Ha. As for the total charge: 0. The calculation puts the HOMO energy at -8.55 eV.

Mulliken atomic charge list, values in e, 99 entries: C 0.1402; C -0.2374; C 0.3739; N 0.2744; C -0.1043; O -0.5624; C 0.4239; C 0.0504; C 0.0168; C -0.7352; C -0.7834; C -0.6762; C -0.2865; C -0.5820; C 0.2929; C -0.7302; Si 0.3532; C -0.5928; C -1.1389; C 0.6580; C -0.2777; C -0.4648; C -0.4187; C -0.4700; C -0.2583; C -0.7668; C 0.1216; C -0.9679; C -0.0421; C -0.7345; Br -0.1815; C 1.1338; S 1.2680; C -0.9544; O -0.5953; O -0.5820; C -0.0126; C -0.5768; O -0.5867; H -0.2546; H 0.4785; H -0.4236; H -0.0323; H 0.4098; H -0.1556; H -0.2556; H 0.3737; H -0.1075; H 0.3438; H 0.2930; H 0.3715; H 0.3803; H 0.3699; H 0.3648; H -0.0215; H 0.2923; H 0.3349; H 0.0852; H 0.0682; H -0.1324; H 0.2228; H 0.4264; H 0.2632; H -0.2391; H 0.3866; H 0.3216; H 0.2837; H 0.2964; H 0.1638; H 0.3022; H 0.3158; H 0.2988; H 0.2058; H 0.4714; H 0.1714; H 0.4131; H 0.3481; H 0.2459; H 0.2337; H 0.2116; H 0.3521; H 0.3910; H 0.3039; Cl -0.1784; C -0.5356; C 0.1258; Cl -0.2162; H 0.3568; H 0.3307; H 0.2955; H -0.1163; Cl -0.1809; C -0.5213; C -0.4466; Cl -0.1465; H 0.3272; H 0.3498; H 0.2939; H 0.3221

---

No. 2
The following is a DFT calculation (ωB97M-V/def2-TZVPD) of an isolated molecule of C6H11N3OS.

XYZ file:
```
22
Properties=species:S:1:pos:R:3
C 0.02814 -2.97028 2.04842
C -1.23649 -2.18116 1.70464
C -0.73339 -1.32780 0.56164
C -0.67858 2.23609 -0.09054
C 0.56648 2.89908 0.43059
C 0.41390 0.03932 -1.10130
H -0.34655 -3.49934 3.11140
H 1.19507 -2.34802 2.03952
H 0.12656 -3.97332 1.26072
H -1.84711 -3.01850 1.40687
H -1.61147 -1.43598 2.40502
H -1.37727 2.19375 0.84554
H -1.14872 2.56173 -1.03343
H -0.05847 3.74138 1.08946
H 1.40210 2.18193 1.08871
H 1.75404 4.39625 -0.87318
H 0.95516 1.58962 -2.10911
N -0.84890 -0.11417 0.84690
N -0.26851 0.76195 -0.13117
N 0.89051 0.56447 -2.10753
O 1.14497 3.36412 -0.88222
S 0.20156 -1.87248 -0.85949
```

The calculation puts the HOMO-LUMO gap at 0.309 Ha. As for the total charge: 0. The energy relative to the best compared isomer or geometry (same formula, charge and spin) is 148.2 kcal per mole. The calculation puts the HOMO energy at -8.03 eV.

The molecule's Mulliken atomic charges, reported in e, are given here: C -0.9309; C -0.1497; C -0.0284; C -0.8355; C -0.0425; C 0.4824; H 0.2658; H 0.2489; H 0.2570; H 0.2379; H 0.3540; H 0.3983; H 0.3697; H 0.2598; H 0.1990; H 0.3166; H 0.3067; N -0.7250; N 0.4873; N -0.7557; O -0.5706; S -0.1451

---

No. 3
The following is a DFT calculation (ωB97M-V/def2-TZVPD) of a structure of composition C27H26AsNNiO2S.

XYZ file:
```
59
Properties=species:S:1:pos:R:3
Ni 1.91505 0.01684 0.41165
O 1.78989 -1.82428 1.18531
N 1.34955 -1.92247 2.42434
C 1.15615 -3.16255 2.92858
C 0.63185 -3.35298 4.17615
C 0.28692 -2.24743 4.95463
C 0.53075 -0.98682 4.44910
C 1.08085 -0.80902 3.17821
S 1.44441 0.73719 2.52322
H 1.44476 -3.95694 2.25825
H 0.48173 -4.36089 4.53817
H -0.16048 -2.37293 5.93148
H 0.29345 -0.10056 5.01909
C -3.81076 -0.39667 -4.34632
C -2.96392 -1.47557 -4.12896
C -1.92766 -1.36844 -3.21536
C -1.72435 -0.19425 -2.49334
C -2.57482 0.88270 -2.72479
C -3.61005 0.78319 -3.64511
As -0.28651 -0.22051 -1.08859
C -0.92604 1.34224 -0.12523
C -0.57350 2.66009 -0.35198
C -1.12005 3.67155 0.42746
C -2.00639 3.34892 1.44849
C -2.36049 2.03241 1.68384
C -1.83770 1.01208 0.89392
C -2.12243 -0.41414 1.02166
C -2.97993 -1.01248 1.94372
C -3.13299 -2.38549 1.96642
C -2.42617 -3.19203 1.08080
C -1.57620 -2.60845 0.15338
C -1.43043 -1.23414 0.11487
H -4.62327 -0.47683 -5.05828
H -3.11819 -2.40262 -4.66881
H -1.26431 -2.21095 -3.04210
H -2.43231 1.80374 -2.17291
H -4.26995 1.62758 -3.80772
H 0.14267 2.89759 -1.13090
H -0.84757 4.70473 0.25202
H -2.41770 4.13591 2.06952
H -3.03851 1.79314 2.49520
H -3.52555 -0.39930 2.65196
H -3.79467 -2.84241 2.69291
H -2.53991 -4.26868 1.11820
H -1.00450 -3.22865 -0.52828
C 4.85365 1.91766 -0.38494
C 3.93217 1.39789 -1.50097
C 4.67956 0.34399 -2.33780
C 3.54347 2.56964 -2.42230
O 2.79791 0.84077 -0.97063
H 5.76038 2.38512 -0.78297
H 5.13431 1.08605 0.26413
H 4.30892 2.64736 0.21692
H 5.56525 0.76758 -2.82211
H 4.00422 -0.04783 -3.10020
H 4.98133 -0.48291 -1.69253
H 4.42681 3.00401 -2.90119
H 3.03491 3.34016 -1.83952
H 2.85638 2.20909 -3.18976
```

The calculation puts the HOMO-LUMO gap (spin up / spin down) at 0.238 / 0.215 Ha. As for the total charge: -1. As for the spin multiplicity: 2. Its expectation value of S² is 0.766. The energy relative to the best compared isomer or geometry (same formula, charge and spin) is 1.8 kcal per mole. The calculation puts the HOMO energy (spin up / spin down) at -3.62 / -2.99 eV.

The molecule's Mulliken atomic charges, reported in e, are given here: Ni 0.1447; O -0.7803; N 0.7952; C -0.3211; C -0.7281; C -0.1518; C -0.8708; C 0.4525; S -0.4586; H 0.4088; H 0.3690; H 0.3833; H 0.3849; C -0.4103; C -0.6301; C -0.3262; C 0.4091; C -0.1122; C -0.6230; As 0.3707; C 0.7437; C -0.8460; C -0.6680; C -0.7567; C -0.5932; C 0.8708; C 0.3274; C -0.6514; C -0.6879; C -0.6477; C -0.6460; C 0.2211; H 0.3528; H 0.3687; H 0.3288; H 0.3196; H 0.3750; H 0.4408; H 0.4093; H 0.3611; H 0.3341; H 0.3547; H 0.3756; H 0.4048; H 0.3830; C -1.6647; C 1.6905; C -1.6589; C -1.6956; O -0.7725; H 0.4205; H 0.3250; H 0.3341; H 0.4038; H 0.3836; H 0.3354; H 0.4178; H 0.3212; H 0.3796

---

No. 4
The following is a DFT calculation (ωB97M-V/def2-TZVPD) of an isolated molecule of C6H9BN4OS.

XYZ file:
```
22
Properties=species:S:1:pos:R:3
B -1.60870 -0.73390 0.16336
C 0.83469 0.80881 0.52171
C 2.06846 1.46453 0.64567
C 0.81062 -0.42077 -0.22620
C 3.14391 -0.43176 -0.37826
C -2.72122 -1.18831 -0.80238
C -4.15149 -0.82134 -0.77582
N 1.97707 -0.98112 -0.61788
N -0.32852 -1.04810 -0.37153
N 3.24166 0.76925 0.27852
N 2.24382 2.83125 0.80437
O -1.78661 -0.15972 1.38481
S 4.57053 -1.25504 -0.55496
H -2.51482 -1.78518 -1.64334
H -4.58345 -1.85970 -1.05237
H -4.34751 -0.08756 -1.62712
H -4.56603 -0.36514 0.19074
H -0.26240 -1.90652 -0.96905
H 4.08901 1.00108 0.61744
H 1.57984 3.09226 1.59298
H 3.19092 3.09616 0.91866
H -0.87980 -0.01920 1.90065
```

The calculation puts the HOMO-LUMO gap (spin up / spin down) at 0.213 / 0.260 Ha. As for the total charge: 0. The energy relative to the best compared isomer or geometry (same formula, charge and spin) is 42.7 kcal per mole. The calculation puts the HOMO energy (spin up / spin down) at -7.76 / -7.92 eV.

The molecule's Mulliken atomic charges, reported in e, are given here: B 0.2578; C -0.6636; C 0.1626; C 1.1520; C -0.0084; C -0.2498; C -0.9156; N -0.6096; N -0.1500; N -0.1457; N -0.4881; O -0.5222; S -0.4122; H 0.3825; H 0.2792; H 0.2717; H 0.2380; H 0.2938; H 0.2048; H 0.3174; H 0.2458; H 0.3597

---

Number 1: calculated total energy -212836.25561 eV. Number 2: calculated total energy -23747.06390 eV. Number 3: calculated total energy -146723.72754 eV. Number 4: calculated total energy -25885.36650 eV.